1.
{
  "formula": "C8H11O3",
  "method": "the ωB97M-V functional and the def2-TZVPD basis",
  "species": ["O", "O", "C", "C", "C", "C", "C", "C", "C", "C", "O", "H", "H", "H", "H", "H", "H", "H", "H", "H", "H", "H"],
  "positions_angstrom": [[1.44005, 0.42324, 2.71568], [1.82516, 0.44831, 3.91836], [1.58180, 2.00695, -0.10232], [0.91327, 1.07395, -1.11380], [-0.18818, 0.21468, -0.52091], [-1.51715, 0.56421, -0.67042], [-2.55762, -0.23813, -0.20988], [-2.25820, -1.52447, 0.29480], [-0.97950, -1.99140, 0.37192], [0.20243, -1.14985, -0.03392], [0.80509, -1.79307, -1.18842], [2.37666, 2.58372, -0.56398], [0.85737, 2.69963, 0.31347], [2.00791, 1.43653, 0.71492], [0.45552, 1.68530, -1.90804], [1.65230, 0.40397, -1.58324], [-1.73307, 1.51642, -1.19188], [-3.57964, 0.08766, -0.31928], [-3.08054, -2.17774, 0.59768], [-0.77086, -3.04314, 0.59498], [0.91161, -1.01651, 0.82353], [1.63556, -2.21027, -0.93926]],
  "lowdin_spin": [0.99, 1.01, 0.02, 0.03, 0.25, 0.00, 0.31, 0.01, 0.22, 0.07, 0.04, 0.00, 0.00, 0.00, 0.00, 0.01, -0.01, 0.02, -0.01, 0.01, 0.03, 0.00],
  "homo_energy_ev": [-7.129, -8.986],
  "relative_energy_kcal_mol": 3.90,
  "s2": 3.804,
  "multiplicity": 4,
  "charge": 0
}



2.
{
  "formula": "C4H12N2S2",
  "method": "the ωB97M-V functional and the def2-TZVPD basis",
  "species": ["C", "C", "C", "C", "N", "N", "S", "S", "H", "H", "H", "H", "H", "H", "H", "H", "H", "H", "H", "H"],
  "positions_angstrom": [[-1.64842, -0.55334, -2.09760], [-0.29413, -1.99394, -0.81265], [1.50996, 2.58937, 1.29250], [-0.15480, 0.99601, 1.94457], [-0.32269, -1.02210, -1.92014], [0.66673, 1.51114, 0.87616], [0.80121, 0.12412, -2.09302], [0.12940, 1.76179, -0.67482], [-1.78572, 0.42991, -2.67379], [-2.29807, -1.21989, -2.53576], [-1.95425, -0.29364, -1.01889], [-0.27096, -1.58514, 0.15117], [-1.13122, -2.71305, -0.89460], [0.62063, -2.52601, -0.99345], [2.20390, 2.08070, 2.12180], [2.19943, 3.05449, 0.58933], [0.93647, 3.42902, 1.76595], [0.46771, 1.06388, 2.81449], [-1.02195, 1.61661, 2.20095], [-0.43734, 0.04799, 1.72413]],
  "mulliken_charge": [-0.88, -0.64, -0.86, -0.80, -0.05, 0.04, -0.08, -0.16, 0.22, 0.34, 0.35, 0.18, 0.31, 0.31, 0.28, 0.31, 0.30, 0.37, 0.30, 0.18],
  "homo_energy_ev": -7.924,
  "relative_energy_kcal_mol": 54.11,
  "multiplicity": 1,
  "smiles": "CN(C)SSN(C)C",
  "charge": 0
}



3.
{
  "formula": "CH34MnO18P",
  "method": "the ωB97M-V functional and the def2-TZVPD basis",
  "species": ["O", "H", "H", "H", "O", "H", "H", "H", "O", "H", "H", "H", "O", "H", "H", "H", "O", "H", "H", "H", "Mn", "C", "O", "H", "H", "H", "P", "O", "O", "O", "O", "O", "H", "H", "O", "H", "H", "O", "H", "H", "O", "H", "H", "O", "H", "H", "O", "H", "H", "O", "H", "H", "O", "H", "H"],
  "positions_angstrom": [[-0.50127, -2.88100, -2.37017], [-0.89875, -3.30582, -1.60655], [0.36912, -3.26817, -2.48897], [-0.38992, -1.95158, -2.15714], [1.73193, -2.69156, 1.78632], [1.54587, -3.24960, 1.02765], [1.23729, -1.93114, 1.47214], [2.67758, -2.53329, 1.83411], [2.56826, -1.36098, -2.32969], [1.69469, -0.96655, -2.27572], [3.14747, -1.00717, -1.65077], [2.55476, -2.32025, -2.36455], [2.37668, 0.77626, 1.65441], [1.53388, 0.72466, 1.19765], [2.99659, 0.23623, 1.15877], [2.29725, 0.41064, 2.53850], [-1.86624, -1.25622, 2.28248], [-1.25629, -0.87166, 1.64871], [-1.43980, -1.61981, 3.06194], [-2.42270, -1.94389, 1.90958], [-1.35191, 2.11541, 0.21773], [1.01134, -0.73685, 4.77219], [2.07854, 0.03213, 4.28373], [1.22419, -1.76461, 5.06630], [0.47387, -0.32069, 5.62427], [0.26098, -0.77725, 3.98262], [-0.04505, -0.01547, -0.16810], [0.39418, -0.88768, 1.06361], [0.30298, -0.55513, -1.60761], [0.48785, 1.41521, 0.03301], [-1.58260, 0.19795, -0.12305], [-1.84327, 0.07954, -3.09469], [-1.09530, -0.01606, -2.50509], [-2.60754, 0.05346, -2.51897], [-3.01745, -1.50442, -1.19710], [-3.07730, -2.19894, -0.54114], [-2.45068, -0.84480, -0.79721], [2.16702, 3.33392, 0.60274], [2.10387, 3.37069, 1.55715], [1.58569, 2.61627, 0.35124], [1.70191, 2.07932, -2.26827], [1.34475, 1.64202, -1.49533], [2.29779, 1.43690, -2.65358], [1.17808, 0.27621, -4.75293], [0.55056, 0.36158, -5.47068], [0.73180, 0.65836, -3.99726], [-3.52481, 2.41750, -0.10211], [-3.99868, 1.80570, -0.66547], [-4.12680, 2.59339, 0.62101], [-0.97931, 2.91798, -1.76866], [-0.12762, 2.67575, -2.13224], [-1.41137, 3.40274, -2.47192], [-1.95844, 1.81323, 2.32104], [-1.80959, 1.87842, 3.26435], [-2.84426, 1.45931, 2.24176]],
  "lowdin_spin": [0.00, 0.00, 0.00, 0.00, 0.00, 0.00, 0.00, 0.00, 0.00, 0.00, 0.00, 0.00, 0.00, 0.00, 0.00, 0.00, 0.00, 0.00, 0.00, 0.00, 4.70, 0.00, 0.00, 0.00, 0.00, 0.00, 0.01, 0.00, 0.00, 0.06, 0.07, 0.00, 0.00, 0.00, 0.00, 0.00, 0.00, 0.00, 0.00, 0.00, 0.00, 0.00, 0.00, 0.00, 0.00, 0.00, 0.04, 0.00, 0.00, 0.05, 0.00, 0.00, 0.04, 0.00, 0.00],
  "homo_energy_ev": -15.051,
  "s2": 8.752,
  "multiplicity": 6,
  "charge": 3
}



4.
{
  "formula": "C3H2F2O",
  "method": "the ωB97M-V functional and the def2-TZVPD basis",
  "species": ["C", "C", "C", "O", "F", "F", "H", "H"],
  "positions_angstrom": [[0.95470, -0.23904, 0.19943], [-0.26521, -0.52037, -0.22039], [-1.53631, -0.20979, -0.13817], [1.41389, 1.01105, 0.02565], [-2.47765, -0.28286, -1.14960], [-2.18878, 0.01362, 0.99679], [1.73538, -0.89523, 0.61199], [2.36399, 1.12262, -0.32570]],
  "lowdin_spin": [0.69, 0.76, 0.15, 0.26, 0.04, 0.06, 0.03, 0.02],
  "homo_energy_ev": [-6.106, -10.173],
  "relative_energy_kcal_mol": 39.26,
  "s2": 2.009,
  "multiplicity": 3,
  "charge": 0
}



5.
{
  "formula": "C43H51IN5P2RbS2Si",
  "method": "the ωB97M-V functional and the def2-TZVPD basis",
  "species": ["Rb", "C", "C", "N", "C", "C", "S", "C", "C", "N", "H", "H", "H", "H", "H", "H", "H", "H", "H", "H", "H", "H", "H", "H", "N", "P", "C", "C", "C", "C", "C", "C", "C", "C", "C", "C", "C", "C", "P", "C", "C", "C", "C", "C", "C", "C", "C", "C", "C", "C", "C", "H", "H", "H", "H", "H", "H", "H", "H", "H", "H", "H", "H", "H", "H", "H", "H", "H", "H", "H", "H", "H", "C", "Si", "C", "C", "C", "C", "C", "C", "N", "C", "S", "H", "H", "H", "H", "H", "H", "H", "H", "H", "H", "H", "H", "I", "C", "C", "C", "C", "N", "C", "H", "H", "H", "H"],
  "positions_angstrom": [[0.04705, -0.22305, 0.03932], [-1.34917, 3.52792, 0.43807], [0.06443, 3.89569, 0.91578], [0.93998, 2.75614, 1.07703], [2.32561, 2.93974, 0.72000], [2.52812, 3.31048, -0.75006], [1.60561, 2.33458, -1.96458], [0.14189, 3.36649, -2.28713], [-1.21724, 2.77710, -1.92085], [-1.40264, 2.44243, -0.52243], [-1.82505, 4.44842, 0.05937], [-1.93636, 3.21652, 1.30567], [-0.04873, 4.48911, 1.83675], [0.52611, 4.57485, 0.20276], [0.82732, 2.28897, 1.96605], [2.83997, 1.99578, 0.92562], [2.84090, 3.71365, 1.31769], [3.58286, 3.18193, -0.99581], [2.30959, 4.36341, -0.93340], [0.12356, 3.56496, -3.36100], [0.29142, 4.33230, -1.80902], [-1.37011, 1.86126, -2.49867], [-1.96968, 3.50683, -2.27614], [-2.26063, 1.91997, -0.40334], [-1.31447, -0.62115, 3.80440], [-1.62117, 0.85465, 3.01958], [-2.02460, 1.93831, 4.42923], [-1.21350, 3.04385, 4.66049], [-1.46192, 3.89391, 5.73100], [-2.52202, 3.63638, 6.58191], [-3.33624, 2.53064, 6.36698], [-3.09079, 1.69051, 5.29521], [-3.25809, 0.67052, 2.22535], [-4.14858, 1.74181, 2.13318], [-5.31330, 1.62938, 1.39104], [-5.60704, 0.44417, 0.72944], [-4.72594, -0.62366, 0.80978], [-3.55517, -0.50819, 1.54296], [-0.32453, -1.77894, 2.95057], [-0.36502, -3.14085, 4.15418], [-0.13602, -2.94723, 5.51701], [-0.16075, -4.02402, 6.38406], [-0.40089, -5.30329, 5.89394], [-0.61837, -5.50304, 4.54115], [-0.60419, -4.42113, 3.67020], [1.34423, -1.07401, 3.23654], [2.41528, -1.70036, 2.60164], [3.69539, -1.17966, 2.71473], [3.91741, -0.02258, 3.44810], [2.85356, 0.60875, 4.07780], [1.57253, 0.08460, 3.97382], [-2.04657, -1.04734, 4.36040], [-0.37550, 3.23756, 4.00182], [-0.82588, 4.75309, 5.89808], [-2.71796, 4.29584, 7.41736], [-4.16406, 2.33002, 7.03389], [-3.73958, 0.84049, 5.11942], [-3.93893, 2.66826, 2.65538], [-5.99789, 2.46651, 1.33630], [-6.51913, 0.35512, 0.15421], [-4.93709, -1.54711, 0.28743], [-2.87139, -1.34924, 1.57844], [0.06806, -1.95004, 5.88938], [0.01599, -3.87371, 7.44108], [-0.41230, -6.14606, 6.57271], [-0.79910, -6.49891, 4.15899], [-0.77006, -4.56988, 2.60976], [2.24947, -2.57275, 1.97925], [4.51630, -1.67756, 2.21565], [4.91646, 0.38608, 3.52796], [3.01922, 1.50872, 4.65731], [0.75113, 0.57136, 4.48512], [4.47169, -4.66821, -0.76949], [3.37660, -4.86072, -2.28883], [2.06698, -6.18914, -2.03038], [4.49452, -5.46298, -3.68980], [2.62226, -3.22090, -2.84663], [2.95975, -2.67316, -4.07178], [2.38282, -1.48198, -4.51081], [1.48683, -0.86578, -3.66282], [1.14447, -1.34373, -2.47124], [1.67879, -2.50857, -2.05839], [1.15045, -3.15508, -0.52053], [4.98291, -5.60588, -0.54438], [3.88022, -4.37291, 0.09268], [5.23395, -3.90546, -0.94284], [2.54330, -7.17191, -1.97670], [1.36012, -6.20527, -2.86170], [1.50179, -6.01554, -1.12112], [4.94330, -6.41715, -3.40988], [5.30906, -4.76977, -3.90163], [3.94137, -5.62536, -4.61532], [3.67646, -3.17770, -4.71017], [2.62800, -1.04645, -5.46846], [1.02005, 0.07423, -3.94660], [-0.97568, -4.08239, -4.39944], [-2.00576, -2.45736, -3.62228], [-2.87551, -1.70756, -4.39326], [-3.52068, -0.63369, -3.79834], [-3.26331, -0.36320, -2.46634], [-2.41947, -1.07453, -1.72205], [-1.80032, -2.10527, -2.28894], [-3.04976, -1.95804, -5.43079], [-4.21497, -0.02213, -4.35722], [-3.76490, 0.46030, -1.96700], [-1.11443, -2.67264, -1.66428]],
  "mulliken_charge": [1.53, 0.00, -1.42, 0.78, -0.67, -0.98, 0.06, -0.86, -0.71, 0.82, 0.34, -0.50, 0.46, 0.49, -0.34, 0.33, 0.33, 0.49, 0.39, 0.60, 0.36, 0.21, 0.34, -0.20, 0.34, -0.06, 0.14, 0.21, -0.70, -0.52, -0.75, -0.46, 0.58, -0.44, -0.76, -0.59, -0.70, -0.25, 0.05, -0.01, -0.23, -0.71, -0.43, -0.66, -0.36, 0.62, -0.58, -0.61, -0.67, -0.65, -0.51, 0.38, 0.19, 0.45, 0.38, 0.41, 0.40, 0.41, 0.42, 0.41, 0.40, 0.15, 0.33, 0.40, 0.38, 0.41, 0.41, 0.20, 0.48, 0.39, 0.45, 0.57, -0.92, 0.15, -0.89, -1.17, 0.47, 0.04, -1.40, -0.35, 0.58, -0.73, -0.57, 0.37, 0.15, 0.31, 0.37, 0.24, 0.22, 0.31, 0.32, 0.30, 0.33, 0.40, 0.44, 0.17, -0.47, -0.32, -1.04, -0.26, 0.17, -0.40, 0.42, 0.44, 0.46, 0.76],
  "homo_energy_ev": -6.387,
  "relative_energy_kcal_mol": 11.48,
  "multiplicity": 1,
  "charge": 0
}



6.
{
  "formula": "C14H31BN2O8P",
  "method": "the ωB97M-V functional and the def2-TZVPD basis",
  "species": ["C", "C", "O", "O", "C", "C", "C", "B", "C", "C", "C", "C", "O", "C", "O", "P", "C", "C", "H", "H", "H", "H", "H", "H", "H", "H", "H", "H", "H", "H", "H", "H", "H", "H", "H", "H", "H", "H", "H", "H", "H", "H", "H", "C", "N", "O", "O", "H", "H", "H", "C", "N", "O", "O", "H", "H", "H"],
  "positions_angstrom": [[5.30927, -0.12449, 1.69240], [3.76803, 0.13558, 1.35016], [2.91999, -0.26663, 2.16591], [3.50889, 0.77313, 0.12526], [2.09850, 1.09631, -0.04939], [1.29492, -0.09331, -0.78587], [-0.24355, 0.43928, -0.91035], [-1.14340, -0.40504, 0.18760], [-2.25555, 0.55626, 0.98322], [-3.24383, 1.32831, -0.02144], [-4.81026, 1.13170, 0.26246], [-5.22016, 1.07862, 1.80143], [-6.69534, 0.88800, 1.85386], [-6.89244, -0.52181, 1.68060], [-6.89009, -1.32246, 2.63041], [-1.93129, -2.01870, -0.55960], [-1.17359, -3.49566, 0.42120], [-3.78767, -2.14421, -0.18085], [5.49326, -0.28692, 2.80893], [5.62664, -1.02356, 1.07197], [5.94145, 0.76475, 1.32007], [2.04798, 1.98429, -0.78229], [1.57636, 1.44350, 0.89772], [1.75629, -0.28125, -1.81852], [1.35305, -1.07295, -0.20248], [-0.25448, 1.57177, -0.75129], [-0.56244, 0.13961, -1.97814], [-0.40144, -0.78356, 1.06081], [-2.76753, -0.12774, 1.73358], [-1.62324, 1.36018, 1.51769], [-3.04900, 0.88836, -1.06996], [-3.00315, 2.44517, -0.11971], [-5.22307, 0.25452, -0.35570], [-5.33659, 2.06156, -0.17498], [-4.77788, 0.20811, 2.38472], [-5.01786, 2.03732, 2.37489], [-7.06394, -0.97709, 0.63791], [-0.05458, -3.30888, 0.42367], [-1.61589, -3.39930, 1.48054], [-1.49625, -4.45780, -0.08666], [-4.10580, -1.63206, 0.79395], [-4.34182, -1.69413, -1.08190], [-4.12917, -3.22963, -0.09965], [5.91545, 4.43650, 1.20476], [6.89052, 3.33925, 0.97562], [7.11284, 2.58337, 1.90604], [7.39732, 3.27533, -0.12990], [5.54704, 4.37017, 2.22629], [6.43727, 5.37850, 1.04259], [5.10215, 4.30673, 0.49193], [2.08105, -2.39182, -4.86044], [1.24550, -2.66915, -3.66364], [0.39555, -1.84991, -3.37519], [1.47805, -3.70314, -3.05895], [1.76614, -1.44567, -5.29585], [3.11808, -2.33952, -4.53190], [1.92970, -3.20977, -5.56349]],
  "mulliken_charge": [-0.66, 0.61, -0.54, -0.33, -0.56, 0.21, -0.79, -0.05, -0.46, -0.30, -0.42, -0.26, -0.39, 0.27, -0.49, 0.31, -1.04, -0.87, 0.26, 0.24, 0.08, 0.31, 0.32, -0.01, 0.06, 0.27, 0.12, -0.28, 0.11, 0.09, 0.12, 0.37, 0.04, 0.29, 0.23, 0.29, 0.33, 0.23, 0.23, 0.36, 0.09, 0.21, 0.40, -0.70, 0.89, -0.52, -0.52, 0.31, 0.28, 0.28, -0.78, 0.81, -0.37, -0.54, 0.30, 0.29, 0.29],
  "homo_energy_ev": -3.004,
  "multiplicity": 1,
  "charge": -1
}